Record 1
Molecular formula: C18H30B2F4NO8S2
Method: DFT, ωB97M-V with the def2-TZVPD basis set

Element x y z (Å)
1 N -0.9983 -4.7755 -0.3571
2 C -0.1125 -3.9396 -1.2361
3 C -0.1284 -2.4770 -0.5981
4 C 0.0362 -1.4278 -1.7568
5 C 1.2186 -0.3618 -1.6055
6 B 2.5647 -1.2685 -1.4973
7 O 3.8219 -0.7767 -0.9967
8 O 2.6452 -2.5998 -1.9603
9 O 1.1790 0.2811 -2.9256
10 S 2.4305 1.2620 -3.2147
11 O 1.9284 2.3180 -4.0914
12 O 3.5581 0.6603 -3.9446
13 C 2.9201 2.1127 -1.6846
14 C 1.6651 2.1340 -0.7465
15 C 1.0030 0.6911 -0.4236
16 C -0.5493 1.0971 -0.3525
17 C -1.4468 0.2330 0.5929
18 C -2.5165 1.1435 1.3498
19 C -2.8959 0.5897 2.7772
20 S -4.1986 -0.6917 2.7182
21 O -3.8288 -1.7525 1.7928
22 O -4.3461 -1.2080 4.0842
23 O -5.6494 -0.0617 2.2801
24 C 1.6339 0.2808 0.9549
25 C 1.1597 1.0104 2.2413
26 C 1.3315 0.2531 3.5088
27 C 0.9377 0.8193 4.7826
28 C 0.3166 2.1408 4.8974
29 C 0.1420 2.9024 3.6764
30 C 0.5729 2.3239 2.3934
31 H -0.7315 -5.7602 -0.4251
32 H -0.8444 -4.5025 0.6198
33 H 0.9150 -4.3748 -1.2832
34 H -0.6330 -3.8754 -2.2235
35 H 0.5610 -2.3968 0.2759
36 H -1.1743 -2.3739 -0.1884
37 H 0.3080 -2.0007 -2.6892
38 H -0.9411 -0.9401 -2.0290
39 H 4.3532 -0.6040 -1.8019
40 H 3.3075 -3.0439 -1.4012
41 H 3.8642 1.7365 -1.2166
42 H 3.1350 3.1770 -1.9814
43 H 0.9192 2.8257 -1.2331
44 H 1.9876 2.6616 0.1901
45 H -0.6811 2.1728 -0.0441
46 H -0.8939 1.0803 -1.4276
47 H -0.9128 -0.4039 1.3394
48 H -2.0663 -0.4563 -0.0469
49 H -3.4586 1.1104 0.7280
50 H -2.2205 2.2190 1.4032
51 H -3.3002 1.4549 3.3743
52 H -1.9925 0.1698 3.2830
53 H -6.2938 -0.4321 2.9200
54 H 1.5900 -0.8233 1.1836
55 H 2.7418 0.5000 0.8767
56 H 1.8057 -0.7591 3.5102
57 H 1.0976 0.2548 5.7355
58 H 0.0107 2.6057 5.8594
59 H -0.3100 3.9246 3.6560
60 H 0.4486 2.9626 1.4961
61 B -0.9974 0.5963 -5.8245
62 F -1.5204 1.8233 -5.3284
63 F 0.3731 0.7726 -6.1845
64 F -1.1015 -0.4079 -4.8120
65 F -1.7394 0.1942 -6.9697

**Multiplicity**: 1
**Frontier orbital gap**: 9.13 eV
**Charge**: -1
**Total energy**: -70922.96681 eV
**Highest occupied orbital energy**: -7.31 eV

---

Record 2
Molecular formula: C18H30BN5O4
Method: DFT, ωB97M-V with the def2-TZVPD basis set

Element x y z (Å)
1 C -0.6210 -4.0169 -0.6875
2 C 0.3631 -3.0307 0.1001
3 C 0.7589 -1.6936 -0.6839
4 C 0.2239 -1.4850 -2.1963
5 O 0.4010 -2.3540 -3.1183
6 O -0.4265 -0.3107 -2.5973
7 O 2.1912 -1.9323 -0.9516
8 B 3.0663 -0.9900 -0.1848
9 O 2.1341 -0.5776 0.8948
10 C 0.9105 -0.3037 0.1212
11 C -0.1167 0.0652 1.2898
12 C -1.6169 -0.4189 1.0407
13 C -2.3210 0.5096 -0.0812
14 C -3.4682 -0.2396 -0.8949
15 N -3.1417 -1.6469 -1.2918
16 C -4.1364 -2.6004 -0.8221
17 N -4.6564 -3.4646 -1.6774
18 N -4.5759 -2.6980 0.5887
19 H -1.0236 -4.7945 0.0519
20 H -1.4563 -3.4973 -1.2605
21 H 0.0204 -4.5423 -1.4853
22 H -0.0508 -2.7785 1.1479
23 H 1.3204 -3.6301 0.3093
24 H 4.1119 -1.4747 0.1274
25 H 3.2946 -0.0747 -0.9500
26 H 1.2102 0.6449 -0.4307
27 H -0.1530 1.2189 1.3426
28 H 0.2175 -0.2733 2.3288
29 H -2.1948 -0.1958 2.0179
30 H -1.7440 -1.5310 0.8561
31 H -1.5080 0.9781 -0.7202
32 H -2.8346 1.3855 0.4686
33 H -3.7260 0.3329 -1.8442
34 H -4.4158 -0.2821 -0.2522
35 H -3.0544 -1.6602 -2.3150
36 H -5.3407 -4.0670 -1.1815
37 H -4.2187 -1.8865 1.1240
38 H -4.0863 -3.5096 1.0117
39 N 2.5806 2.7365 2.9290
40 C 3.3544 3.2861 3.9189
41 C 4.3637 2.3996 4.2058
42 C 4.1951 1.2771 3.3534
43 C 3.0879 1.5144 2.5744
44 H 1.7652 3.1647 2.5237
45 H 3.1194 4.2558 4.3323
46 H 5.1384 2.5430 4.9458
47 H 4.8150 0.3939 3.3136
48 H 2.6137 0.9153 1.7948
49 N 0.8938 2.3491 -2.4342
50 C -0.3859 2.8055 -2.5779
51 C -0.3836 4.1618 -2.3460
52 C 0.9515 4.5364 -2.0561
53 C 1.7169 3.3957 -2.1208
54 H 1.1844 1.3837 -2.5428
55 H -1.1872 2.1281 -2.8304
56 H -1.2471 4.8105 -2.3820
57 H 1.3133 5.5286 -1.8261
58 H 2.7743 3.2398 -1.9697

**Multiplicity**: 1
**Frontier orbital gap**: 6.01 eV
**Charge**: -2
**Total energy**: -35468.01573 eV
**Highest occupied orbital energy**: -1.16 eV

---

Record 3
Molecular formula: C18H30CaN6O
Method: DFT, ωB97M-V with the def2-TZVPD basis set

Element x y z (Å)
1 Ca -0.0267 0.0244 0.6564
2 N 0.1406 1.1252 2.9056
3 C 0.7415 0.2677 3.9361
4 C 0.0632 -1.0214 4.1463
5 N -0.4250 -1.6633 2.8369
6 C -1.9048 -1.9932 2.8764
7 C -2.8236 -0.7860 2.5450
8 N -2.5628 -0.4212 1.1474
9 C 0.3219 -2.8942 2.5618
10 C 0.2874 -3.4476 1.1464
11 N 0.6091 -2.4481 0.0951
12 H 0.5976 2.0393 3.0014
13 H -0.8508 1.3219 3.1378
14 H 0.7157 0.7627 4.8896
15 H 1.8544 0.1865 3.6506
16 H -0.8249 -1.0559 4.8399
17 H 0.7927 -1.6978 4.5652
18 H -2.1578 -2.4783 3.8553
19 H -1.9793 -2.8016 2.1132
20 H -2.5707 0.0518 3.2004
21 H -3.9037 -0.9382 2.6802
22 H -2.8510 0.5018 0.8886
23 H -3.1361 -1.0747 0.5968
24 H -0.0813 -3.6926 3.2792
25 H 1.4301 -2.7050 2.7388
26 H -0.7344 -3.8210 0.9133
27 H 0.9604 -4.3656 1.1263
28 H 0.2013 -2.6509 -0.8414
29 H 1.5638 -2.2257 0.0182
30 O 2.4884 0.2187 0.6904
31 C 3.2949 0.1953 -0.4937
32 C 2.4625 0.3547 -1.7437
33 C 3.2300 0.2301 -2.9714
34 C 2.5134 0.2212 -4.1945
35 C 1.1804 0.3909 -4.1598
36 C 0.4350 0.6002 -2.9194
37 N 1.1911 0.5248 -1.6848
38 H 3.0783 0.4642 1.4315
39 H 3.7353 -0.8266 -0.6545
40 H 4.0927 0.9204 -0.5306
41 H 4.3047 0.0128 -3.0246
42 H 3.0188 -0.0084 -5.1183
43 H 0.5860 0.2704 -5.0769
44 H -0.4042 -0.1259 -2.9542
45 N -1.3219 1.3319 -0.7680
46 C -1.3290 2.0441 -1.8016
47 C -2.4543 3.0322 -1.9755
48 C -2.6083 3.7515 -3.1463
49 C -1.7972 3.3279 -4.2626
50 C -0.7333 2.5386 -4.1047
51 C -0.1974 2.0783 -2.8743
52 H -3.1529 3.0371 -1.1839
53 H -3.3164 4.6127 -3.2943
54 H -2.1640 3.6330 -5.2247
55 H -0.1663 2.2459 -4.9904
56 H 0.5864 2.8250 -2.4762

**Multiplicity**: 1
**Frontier orbital gap**: 4.13 eV
**Total energy**: -48576.91015 eV
**Relative energy (zero: lowest compared OMol25 entry of this formula, charge and spin)**: 65.00 kcal per mole
**Highest occupied orbital energy**: -4.37 eV

---

Record 4
Molecular formula: C18H30Cl10F6O4
Method: DFT, ωB97M-V with the def2-TZVPD basis set

Element x y z (Å)
1 C 16.1069 16.4041 4.2388
2 C 15.1440 16.8060 5.3258
3 O 14.6297 15.6603 6.0071
4 C 13.7956 15.9370 6.9920
5 O 13.4957 17.0187 7.4034
6 C 13.1843 14.6753 7.6281
7 F 13.5731 14.5611 8.8933
8 F 11.8607 14.7841 7.6099
9 F 13.5138 13.5593 6.9721
10 H 15.6127 16.0591 3.3311
11 H 16.7533 15.5772 4.5489
12 H 16.7756 17.2485 4.0689
13 H 14.3593 17.4399 4.9096
14 H 15.6824 17.4151 6.0545
15 C 14.1111 25.6995 3.1087
16 C 13.5012 25.1227 1.8569
17 O 12.9784 26.2494 1.0749
18 C 12.5657 25.9401 -0.1348
19 O 12.4657 24.8405 -0.6026
20 C 12.1833 27.2058 -0.9361
21 F 12.7843 28.2964 -0.4653
22 F 12.5399 27.0580 -2.2118
23 F 10.8603 27.4049 -0.8847
24 H 14.9831 25.1296 3.4194
25 H 13.3751 25.6524 3.9174
26 H 14.3472 26.7564 3.0194
27 H 12.6375 24.4852 2.0360
28 H 14.1985 24.5693 1.2336
29 Cl 15.6937 14.3976 -1.6163
30 C 17.0751 15.3008 -0.9031
31 C 18.1132 14.3764 -0.3399
32 Cl 17.6882 13.6628 1.2391
33 H 16.6746 15.9236 -0.1106
34 H 17.5144 15.8671 -1.7172
35 H 18.9908 14.9892 -0.1105
36 H 18.4518 13.6052 -1.0243
37 Cl 14.0358 21.7369 8.0318
38 C 13.5808 21.6554 6.3023
39 C 14.0521 20.3823 5.6641
40 Cl 15.8170 20.2867 5.4967
41 H 13.9827 22.5454 5.8267
42 H 12.4938 21.6843 6.2719
43 H 13.6312 20.3268 4.6617
44 H 13.7175 19.5427 6.2718
45 Cl 19.6165 18.5661 4.2372
46 C 20.5861 17.6845 3.0065
47 C 19.6925 16.8928 2.0892
48 Cl 18.6747 17.9284 1.0936
49 H 21.2886 17.0638 3.5509
50 H 21.1115 18.4493 2.4392
51 H 19.0890 16.1721 2.6385
52 H 20.3248 16.2972 1.4254
53 Cl 15.3822 18.3665 0.7844
54 C 15.6598 19.6870 1.9640
55 C 14.9041 20.9005 1.5154
56 Cl 15.0212 22.1920 2.7649
57 H 16.7325 19.8622 1.9410
58 H 15.3713 19.3588 2.9552
59 H 13.8432 20.6933 1.4175
60 H 15.2767 21.3262 0.5897
61 Cl 9.0350 19.0798 1.2896
62 C 10.2690 17.8116 1.4655
63 C 11.6565 18.3783 1.3737
64 Cl 12.2541 18.9369 2.9472
65 H 10.0964 17.0659 0.6968
66 H 10.1582 17.3548 2.4463
67 H 11.7221 19.1866 0.6493
68 H 12.3478 17.6097 1.0256

**Multiplicity**: 1
**Frontier orbital gap**: 10.99 eV
**SMILES**: CCOC(=O)C(F)(F)F.CCOC(=O)C(F)(F)F.ClCCCl.ClCCCl.ClCCCl.ClCCCl.ClCCCl
**Total energy**: -168873.87176 eV
**Relative energy (zero: lowest compared OMol25 entry of this formula, charge and spin)**: 1.81 kcal per mole
**Highest occupied orbital energy**: -10.71 eV